(1)
ORCA calculation (ωB97M-V/def2-TZVPD) on a cluster of 3 separate species, C3H10O3 in total.

Last column: Mulliken charge in e.
Element x y z (Å)
H -1.65879 2.03979 1.37578  0.344
O 1.29268 1.30656 0.47016  -0.400
H -1.78533 -0.42384 1.31069  0.239
H 2.40973 1.90795 -0.92313  0.316
C 0.86375 -2.03692 -0.57283  -0.604
H -1.91422 2.09742 -0.43624  0.288
H 1.24978 -0.77036 0.84432  0.342
H 0.60213 -1.26366 -1.29904  0.259
H 0.18492 -2.88155 -0.68827  0.248
C -1.89218 0.17911 0.42478  -0.316
H 1.88693 -2.37610 -0.77961  0.281
O 0.72812 -1.57895 0.74827  -0.504
H 0.31500 1.25289 0.48324  0.331
C -1.80523 1.49606 0.45342  -0.747
H -2.05866 -0.35784 -0.49439  0.235
O 1.58135 1.40943 -0.91708  -0.313

Calculated values
LUMO energy (eV): 0.8
E_tot (eV): -9411.4961
Maximum force (eV/A): 0.76
Total charge: 0
HOMO-LUMO gap (eV): 10.7489
Structure (SMILES): C=C.CO.OO
Energy above the lowest of the compared OMol25 structures with the same formula, charge and spin (kcal/mol): 93.1


(2)
ORCA calculation (ωB97M-V/def2-TZVPD) on a cluster of 2 separate species, C3H10O3 in total.

Last column: Mulliken charge in e.
Element x y z (Å)
O -1.41739 -0.68130 1.60083  -0.512
H 1.88779 0.59438 -0.86676  0.271
H -1.97205 3.04123 -1.44274  0.313
H -2.01988 2.03664 -0.21852  0.340
H -1.50818 -0.73242 2.55654  0.300
O -2.49956 2.71500 -0.71422  -0.645
O 2.04592 -1.36757 -1.54209  -0.531
H -0.26071 -1.43340 -0.63939  0.264
H 0.53264 -1.34319 1.70894  0.429
H -0.32322 0.39177 -0.73211  0.110
H 2.23325 -0.66476 0.30237  0.295
C -0.05776 -0.53445 1.26537  -0.599
C 1.61697 -0.42108 -0.56084  -0.367
C 0.07416 -0.47930 -0.24229  -0.284
H 0.33689 0.38283 1.70002  0.319
H 1.33113 -1.50439 -2.17509  0.296

Calculated values
LUMO energy (eV): 0.7
E_tot (eV): -9414.7374
Maximum force (eV/A): 2.84
Total charge: 0
HOMO-LUMO gap (eV): 11.1177
Structure (SMILES): OCCCO.O
Energy above the lowest of the compared OMol25 structures with the same formula, charge and spin (kcal/mol): 18.3


(3)
ORCA calculation (ωB97M-V/def2-TZVPD) on a cluster of 3 separate species, C3H10O3S in total.

Last column: Mulliken charge in e.
Element x y z (Å)
H -1.44908 0.98406 -1.06321  0.182
C -1.32650 0.46072 -0.11074  -0.353
H -2.16243 -1.34227 0.64659  0.230
H 4.71050 0.06802 -0.09865  0.457
O 5.66325 0.45035 0.01063  -0.730
H 0.00983 -1.00829 0.70869  0.112
H -1.45276 1.17650 0.69756  0.279
O 3.27432 -0.56395 -0.26321  -1.166
C -2.46005 -0.60420 -0.11490  -0.721
O 1.06192 0.74444 0.30841  -0.554
H -2.37358 -1.13579 -1.06539  0.210
C 0.06955 -0.17702 -0.02701  -0.313
H 3.22933 -1.07675 0.55856  0.190
H 0.29145 -0.74100 -0.94913  0.248
H 5.64168 1.13792 -0.64533  0.260
S -4.12905 0.04623 0.06107  -0.756
H 1.94988 0.41483 -0.04786  0.426

Calculated values
LUMO energy (eV): 5.9
E_tot (eV): -20250.2763
Maximum force (eV/A): 1.22
Total charge: -2
HOMO-LUMO gap (eV): 5.8962
Energy above the lowest of the compared OMol25 structures with the same formula, charge and spin (kcal/mol): 1.2


(4)
ORCA calculation (ωB97M-V/def2-TZVPD) on a cluster of 3 separate species, C3H10O3S in total.

Last column: Mulliken charge in e.
Element x y z (Å)
C 0.23814 -0.84909 -0.85054  -0.900
H -2.52400 -1.23785 3.10817  0.311
H 2.30009 1.40788 -1.66724  0.309
H -0.51480 -1.62003 -0.79577  0.451
C -0.20787 0.31977 0.01527  0.068
S 1.84237 -1.60132 -0.39997  -0.217
H 1.32639 -2.76569 0.00460  0.128
H 0.61270 0.98578 0.28519  0.369
O -2.14187 1.71618 -0.00744  -0.477
C -1.25439 1.19426 -0.62399  -0.081
H 0.31025 -0.58010 -1.90617  0.322
H -1.01072 -1.49969 3.01567  0.319
H -1.15138 1.35983 -1.72111  0.289
H -0.65719 -0.07989 0.92569  0.068
O -1.82821 -1.51189 2.50468  -0.643
O 2.38720 1.91290 -0.85160  -0.622
H 2.27330 2.84894 -1.03544  0.305

Calculated values
LUMO energy (eV): 0.6
E_tot (eV): -20250.2266
Maximum force (eV/A): 0.54
Total charge: 0
HOMO-LUMO gap (eV): 9.6902
Structure (SMILES): O=CCCS.O.O
Energy above the lowest of the compared OMol25 structures with the same formula, charge and spin (kcal/mol): 12.4


(5)
ORCA calculation (ωB97M-V/def2-TZVPD) on a cluster of 2 separate species, C3H10OP2 in total.

Last column: Mulliken charge in e.
Element x y z (Å)
C -3.26632 0.06387 0.25510  -0.593
H -0.99847 -1.99750 1.16818  0.000
C 2.16552 -1.02706 0.11952  -1.027
H 3.21803 -0.75089 0.40870  0.321
H 0.77442 2.05399 -1.07007  0.424
O -1.90180 0.20158 0.62109  -0.192
C 1.48753 1.58152 -0.49144  -1.013
H 2.05997 1.20762 -1.41215  0.282
P 1.03271 0.24427 0.77858  0.139
H 1.98921 2.32242 0.12870  0.290
H -3.35021 -0.50197 -0.80432  0.267
H -3.90327 1.01818 0.12414  0.207
H 2.19789 -1.14389 -1.07511  0.300
H 1.88398 -1.98238 0.51187  0.384
H -3.70823 -0.44811 1.07724  0.251
P -0.73512 -0.65107 -0.14110  -0.039

Calculated values
LUMO energy (eV): 0.5
E_tot (eV): -23895.5387
Maximum force (eV/A): 3.58
Total charge: 0
HOMO-LUMO gap (eV): 8.8094
Energy above the lowest of the compared OMol25 structures with the same formula, charge and spin (kcal/mol): 57.5


(6)
ORCA calculation (ωB97M-V/def2-TZVPD) on an isolated molecule of C3H10OP2.

Last column: Mulliken charge in e.
Element x y z (Å)
H -2.14609 -1.88276 0.99541  0.042
H -1.39238 1.99913 -1.20567  0.418
H 3.54281 -1.17850 0.20753  0.307
H 2.54411 -1.34403 1.56616  0.271
C -1.47356 1.91000 -0.17378  -1.126
O 1.88306 0.23205 0.29657  -0.345
H 1.82368 -1.88024 0.11558  0.223
H -3.24021 -1.10096 -0.38200  0.064
P -0.78874 0.42600 0.64148  0.123
H -0.94365 2.75595 0.22154  0.336
P -1.84743 -1.29997 -0.21509  -0.173
H 0.58708 -0.65857 -1.11890  0.483
H -2.50426 1.70833 0.21054  0.350
C 0.75969 0.22680 -0.50712  -0.612
C 2.54339 -0.99853 0.49299  -0.662
H 0.65250 1.08528 -1.14524  0.299

Calculated values
LUMO energy (eV): 1.0
E_tot (eV): -23895.5829
Maximum force (eV/A): 5.44
Total charge: 0
HOMO-LUMO gap (eV): 9.4499
Structure (SMILES): COCP(C)#[PH2]
Energy above the lowest of the compared OMol25 structures with the same formula, charge and spin (kcal/mol): 56.4


(7)
ORCA calculation (ωB97M-V/def2-TZVPD) on a cluster of 2 separate species, C3H10OS in total.

Last column: Mulliken charge in e.
Element x y z (Å)
C 0.32832 -2.64537 -0.29397  -0.507
O 0.10209 -1.89710 0.90322  -0.482
C 0.97952 1.02922 0.33873  -0.566
H -1.89365 2.81766 -1.27387  0.286
H 0.32658 1.10382 1.20392  0.232
H 1.18697 0.00506 0.15109  0.061
H -1.04084 3.17496 0.31016  0.284
H 1.86489 1.64068 0.49332  0.328
H 0.02020 -2.53700 1.61654  0.279
C -1.30878 2.44010 -0.43942  -0.800
H -0.61369 -3.07627 -0.63603  0.242
S 0.16863 1.66512 -1.17739  -0.109
H 0.66871 -1.95712 -1.06143  0.205
H 1.09158 -3.40541 -0.17203  0.284
H -1.88052 1.64163 0.03716  0.264

Calculated values
LUMO energy (eV): 0.8
E_tot (eV): -16155.0953
Maximum force (eV/A): 1.28
Total charge: 0
HOMO-LUMO gap (eV): 9.0156
Structure (SMILES): CSC.CO
Energy above the lowest of the compared OMol25 structures with the same formula, charge and spin (kcal/mol): 17.8


(8)
ORCA calculation (ωB97M-V/def2-TZVPD) on a cluster of 2 separate species, C3H10OS in total.

Last column: Mulliken charge in e.
Element x y z (Å)
H 1.00692 0.13676 -1.78990  0.260
C 1.71167 -1.36794 1.42831  -0.805
H -4.13984 1.15369 1.25722  0.224
H 0.55803 -1.43783 -1.01366  0.216
S 2.43684 -0.58734 -0.01997  -0.094
O -3.90134 2.11036 -0.44840  -0.520
H 1.76684 -1.46398 -2.23308  0.292
H 1.77555 -0.62258 2.22502  0.284
H -3.40144 0.14197 0.08239  0.215
H -2.42861 1.43024 0.85787  0.231
H -3.26618 2.74394 -0.77095  0.304
H 2.13967 -2.27241 1.74137  0.293
H 0.62477 -1.38029 1.32556  0.263
C -3.39720 1.14776 0.46082  -0.454
C 1.33035 -0.83952 -1.45972  -0.709

Calculated values
LUMO energy (eV): 0.7
E_tot (eV): -16154.6703
Maximum force (eV/A): 2.62
Total charge: 0
HOMO-LUMO gap (eV): 9.2448
Structure (SMILES): CSC.CO
Energy above the lowest of the compared OMol25 structures with the same formula, charge and spin (kcal/mol): 27.6